[1]
# C15H35BrN3SiSr

C15H35BrN3SiSr as an isolated structure (wB97M-V/def2-TZVPD, the Open Molecules 2025 dataset).

* energy relative to the best compared isomer or geometry (same formula, charge and spin): 4.7 kcal/mol
* HOMO: -12.706 eV
* total charge: +1
* calculated total energy: -3650.934652 hartree
* molar mass: 453.1 g/mol

The geometry in XYZ format:
```
56
Properties=species:S:1:pos:R:3:forces:R:3:nbo_charge:R:1
Sr 3.4603 0.8910 0.0949 0.807 0.601 0.009 1.79
N 5.8589 -0.0399 -0.2173 0.094 -0.175 -0.054 -0.93
C 6.5267 0.1697 1.0884 -0.039 0.025 0.071 -0.25
C 5.7326 -0.4933 2.2016 0.026 -0.005 -0.024 -0.24
N 4.4339 0.1975 2.4047 -0.035 -0.091 0.137 -0.93
H 6.0295 -0.9904 -0.5332 0.062 0.023 -0.024 0.38
H 6.2898 0.5745 -0.9040 0.020 0.015 0.005 0.41
H 6.5780 1.2470 1.2571 0.013 0.000 0.004 0.24
H 7.5499 -0.2100 1.0866 -0.020 -0.035 0.009 0.21
H 6.3249 -0.5125 3.1180 0.007 0.027 -0.009 0.21
H 5.5161 -1.5312 1.9371 0.024 0.001 0.004 0.19
H 4.5956 1.0656 2.9102 0.055 0.029 -0.019 0.39
H 3.8449 -0.3631 3.0137 0.051 0.002 0.038 0.39
N 5.5488 3.9292 -0.0786 0.111 -0.022 0.029 -0.46
C 4.8786 2.9919 0.0383 -0.206 0.064 -0.021 -0.45
C -3.4996 -1.9751 -1.3654 -0.032 0.016 0.005 -0.62
C -2.0230 -1.9595 -0.9219 0.134 -0.009 0.026 -0.65
C -1.1542 -2.4676 -2.0847 0.000 -0.012 -0.013 -0.61
C -1.8481 -2.9624 0.2283 -0.024 0.008 -0.018 -0.61
Si -1.6037 -0.1788 -0.4043 0.597 -0.015 -0.004 2.17
Br 0.9648 -0.2872 -0.3141 -1.712 -0.478 -0.167 -0.60
C -1.8751 1.1575 -1.7299 0.116 -0.001 -0.037 -0.65
C -1.6836 0.6081 -3.1518 -0.013 0.020 -0.011 -0.61
C -3.3280 1.6577 -1.5977 0.005 0.018 0.024 -0.61
C -0.9192 2.3556 -1.5991 -0.032 -0.016 -0.006 -0.61
C -2.0154 0.2967 1.3915 0.105 0.016 0.038 -0.63
C -1.7445 1.7779 1.6930 -0.007 -0.001 -0.058 -0.61
C -3.5184 0.0232 1.6048 -0.016 -0.018 -0.012 -0.62
C -1.2177 -0.5093 2.4307 0.017 -0.002 -0.018 -0.61
H -3.7789 -3.0090 -1.5838 -0.016 0.001 -0.010 0.23
H -3.6689 -1.3946 -2.2721 -0.007 -0.006 0.012 0.22
H -4.1801 -1.6113 -0.5937 -0.002 -0.011 -0.006 0.22
H -1.5182 -3.4574 -2.3730 0.001 -0.010 0.006 0.22
H -0.1113 -2.5765 -1.7866 0.004 0.003 -0.005 0.22
H -1.1943 -1.8360 -2.9683 -0.003 -0.072 0.046 0.22
H -2.0867 -3.9603 -0.1487 -0.003 -0.007 -0.001 0.22
H -2.5125 -2.7686 1.0693 -0.011 0.002 -0.011 0.21
H -0.8193 -2.9888 0.5922 0.000 0.006 0.005 0.21
H -2.4130 -0.1571 -3.4144 0.014 0.028 -0.001 0.21
H -0.6820 0.2007 -3.3008 -0.006 0.037 -0.007 0.21
H -1.8107 1.4326 -3.8581 -0.008 0.009 -0.002 0.22
H -4.0620 0.8530 -1.6687 -0.003 -0.013 -0.008 0.22
H -3.5254 2.3512 -2.4191 -0.022 0.004 0.003 0.23
H -3.5020 2.1981 -0.6676 -0.002 -0.003 -0.001 0.22
H 0.0982 2.0749 -1.8736 -0.005 0.003 0.022 0.21
H -0.8997 2.8026 -0.6089 -0.025 0.002 0.068 0.22
H -1.2416 3.1291 -2.3010 -0.002 0.005 -0.001 0.22
H -2.3633 2.4558 1.1071 0.011 0.003 -0.022 0.22
H -0.6964 2.0398 1.5348 0.004 0.008 -0.006 0.21
H -1.9720 1.9610 2.7465 -0.003 0.009 0.001 0.22
H -4.1523 0.5356 0.8794 -0.003 0.016 0.001 0.22
H -3.7958 0.3905 2.5963 -0.016 -0.007 0.002 0.23
H -3.7554 -1.0400 1.5736 0.003 -0.005 0.003 0.22
H -0.1670 -0.2168 2.4303 0.003 -0.019 -0.004 0.21
H -1.2699 -1.5855 2.2904 -0.008 0.022 0.010 0.22
H -1.6221 -0.2857 3.4216 0.002 0.013 0.004 0.22
```
Forces are in eV/Å.

***

[2]
# C7H20IrN2O2PS2Se4

C7H20IrN2O2PS2Se4 as an isolated structure (wB97M-V/def2-TZVPD, the Open Molecules 2025 dataset).

* HOMO (alpha / beta): -3.035 / -2.794 eV
* total charge: -1
* calculated total energy: -11386.598718 hartree
* molar mass: 767.4 g/mol
* spin multiplicity: 2

The geometry in XYZ format:
```
39
Properties=species:S:1:pos:R:3:forces:R:3:nbo_charge:R:1
Ir -1.5155 0.1159 0.1560 -0.358 0.173 -0.407 0.48
C 1.9156 1.4889 -4.7154 0.053 -0.042 0.372 -0.63
C 2.4076 1.7048 -3.2937 0.024 0.352 -0.279 -0.06
O 2.2137 0.5249 -2.5204 -0.302 -0.359 0.216 -0.83
P 1.1648 0.5287 -1.2995 0.753 0.333 0.125 1.65
S 1.2084 -1.2535 -0.4544 -0.330 0.438 -0.167 -0.65
S -0.5945 1.2632 -1.9638 -0.678 -0.815 1.674 -0.44
O 1.9331 1.6395 -0.3864 -0.202 -0.544 -0.599 -0.84
C 1.5573 1.8929 0.9558 -0.165 0.257 0.516 -0.07
C 2.6898 2.6432 1.6326 -0.163 -0.234 -0.263 -0.62
H 2.1492 2.3639 -5.3183 -0.004 0.066 -0.107 0.20
H 0.8385 1.3348 -4.7059 -0.052 -0.019 -0.078 0.22
H 2.3954 0.6125 -5.1476 0.021 -0.025 -0.062 0.21
H 1.8747 2.5405 -2.8307 0.128 0.024 -0.059 0.19
H 3.4817 1.9206 -3.2775 -0.141 0.009 0.039 0.18
H 1.3620 0.9381 1.4624 0.007 0.139 -0.068 0.18
H 0.6373 2.4885 0.9721 0.101 -0.137 -0.025 0.21
H 3.5775 2.0169 1.6884 0.107 -0.022 0.043 0.20
H 2.3853 2.9329 2.6347 0.004 0.048 0.130 0.21
H 2.9303 3.5358 1.0600 0.029 0.125 0.007 0.21
N -2.0231 -2.2482 0.1143 -0.212 0.033 -0.681 -0.86
C -1.3087 -3.3859 0.6867 0.126 -0.270 0.262 -0.22
C -1.2340 -3.3063 2.2088 0.312 0.210 -0.334 -0.41
C -0.2803 -2.2156 2.6830 -0.038 -0.336 0.117 -0.23
N -0.8687 -0.8989 2.4934 -0.236 0.461 -0.162 -0.83
H -3.0086 -2.2889 0.3725 0.056 0.242 -0.153 0.40
H -1.9887 -2.3215 -0.9012 -0.176 -0.027 0.063 0.40
H -0.2919 -3.3728 0.2823 -0.163 -0.141 -0.006 0.21
H -1.7947 -4.3371 0.4046 0.172 0.239 -0.029 0.17
H -0.8785 -4.2688 2.5804 -0.094 -0.033 0.072 0.21
H -2.2306 -3.1188 2.6177 -0.072 -0.129 0.098 0.20
H 0.6339 -2.2549 2.0857 0.036 -0.028 0.129 0.21
H -0.0200 -2.3988 3.7381 0.025 0.058 -0.152 0.17
H -0.2538 -0.1753 2.8598 -0.257 0.041 -0.230 0.39
H -1.7429 -0.8145 3.0080 0.055 0.179 -0.100 0.39
Se -4.0735 -0.1249 -1.1223 1.509 -0.639 1.154 -0.31
Se -5.7437 1.4351 -0.9739 -0.015 0.361 -1.012 -0.01
Se -5.4877 2.9333 0.6548 0.040 0.064 0.904 -0.48
Se -2.0167 1.9293 1.5587 0.099 -0.053 -0.948 -0.39
```
Forces are in eV/Å.

***

[3]
# C31H53CsNSSbSi3

C31H53CsNSSbSi3 as an isolated structure (wB97M-V/def2-TZVPD, the Open Molecules 2025 dataset).

* energy relative to the best compared isomer or geometry (same formula, charge and spin): 0.0 kcal/mol
* HOMO: -6.224 eV
* calculated total energy: -2795.007439 hartree
* molar mass: 810.8 g/mol

The geometry in XYZ format:
```
91
Properties=species:S:1:pos:R:3:forces:R:3:lowdin_charge:R:1
Cs 1.1848 0.1568 1.1768 0.085 0.580 0.047 0.75
C 0.1938 0.5139 5.4803 0.014 0.025 -0.018 -0.03
C 0.9135 1.4669 4.5539 -0.031 -0.038 -0.021 -0.21
C 0.1644 2.4066 3.8331 -0.065 -0.013 0.021 -0.22
C -1.3339 2.4614 4.0312 0.039 -0.001 0.011 -0.04
C 0.8034 3.3021 2.9672 -0.044 0.058 -0.028 -0.21
C 0.0089 4.3951 2.2838 0.019 -0.028 0.019 -0.04
C 2.1793 3.1829 2.7432 0.016 -0.020 -0.049 -0.23
C 2.8800 4.0538 1.7260 -0.009 -0.004 0.035 -0.03
C 2.9304 2.2462 3.4660 0.039 -0.022 -0.021 -0.23
C 4.4137 2.1435 3.1931 -0.026 0.019 0.014 -0.03
C 2.3077 1.4250 4.4148 0.026 -0.040 0.015 -0.20
C 3.1291 0.5012 5.2888 -0.027 0.016 -0.033 -0.03
H -0.2266 1.0389 6.3430 0.000 -0.014 -0.016 0.10
H 0.8393 -0.2768 5.8468 0.001 0.004 0.006 0.07
H -0.6365 0.0237 4.9707 0.006 -0.001 -0.003 0.08
H -1.5893 2.9965 4.9511 -0.004 0.003 -0.018 0.10
H -1.7617 1.4642 4.1190 0.005 0.016 0.011 0.06
H -1.8436 2.9547 3.2074 0.004 -0.004 0.001 0.07
H -0.3841 4.0749 1.3128 -0.001 0.014 0.009 0.09
H 0.6167 5.2810 2.1153 -0.004 -0.008 -0.004 0.07
H -0.8363 4.7081 2.8920 0.002 -0.006 -0.006 0.07
H 3.4960 4.8174 2.2103 -0.007 -0.012 -0.015 0.10
H 2.1840 4.5586 1.0627 0.004 0.001 0.003 0.07
H 3.5500 3.4665 1.0970 -0.002 0.002 0.001 0.07
H 4.9464 3.0352 3.5355 -0.004 -0.012 -0.010 0.10
H 4.6106 2.0557 2.1233 0.002 0.001 0.002 0.07
H 4.8666 1.2794 3.6672 0.002 0.001 0.000 0.07
H 3.2271 -0.4976 4.8536 0.002 0.005 0.008 0.10
H 2.6772 0.3872 6.2710 0.000 0.000 -0.002 0.08
H 4.1292 0.8933 5.4531 0.000 -0.002 -0.004 0.07
C 3.9449 0.1084 -1.1944 0.011 -0.011 -0.017 -0.06
C 3.6390 -1.3646 -1.3130 -0.048 -0.013 0.032 -0.35
C 4.2823 -2.1378 -2.3041 0.027 0.035 -0.021 -0.03
C 3.9568 -3.4542 -2.4158 -0.006 -0.048 -0.030 -0.01
C 2.9956 -4.0266 -1.5555 -0.005 0.111 0.038 -0.18
C 2.6130 -5.3789 -1.6845 0.000 -0.023 -0.009 -0.07
C 1.6610 -5.8766 -0.8417 -0.020 0.006 0.024 -0.09
C 1.0870 -5.0649 0.1500 0.006 0.031 -0.032 -0.14
C 1.4288 -3.7332 0.3390 -0.011 -0.121 -0.020 -0.69
S 0.6660 -2.8428 1.6266 -0.047 -0.337 0.103 0.30
C 2.4095 -3.1873 -0.5675 0.041 -0.044 -0.055 -0.25
N 2.7552 -1.8676 -0.4847 -0.031 -0.078 0.013 0.05
H 4.7869 0.3887 -1.8262 -0.009 0.011 0.011 0.07
H 4.1927 0.3747 -0.1646 -0.005 -0.020 0.009 0.06
H 3.0834 0.7059 -1.5065 0.003 -0.010 -0.001 0.07
H 5.0133 -1.6806 -2.9581 0.000 0.005 0.001 0.11
H 4.4219 -4.0812 -3.1690 -0.003 0.015 0.008 0.12
H 3.0749 -5.9906 -2.4504 -0.009 0.011 0.011 0.10
H 1.3444 -6.9096 -0.9253 0.003 0.007 0.002 0.10
H 0.3455 -5.4854 0.8175 0.009 -0.001 -0.007 0.09
C -1.2188 0.5741 -5.3084 0.026 -0.048 -0.043 -0.23
Si -2.1308 1.3190 -3.8509 -0.072 -0.005 0.007 0.24
C -3.9836 1.2185 -4.1146 -0.039 0.029 0.031 -0.22
C -1.6463 3.1208 -3.6766 0.036 0.062 0.038 -0.24
Sb -1.3515 0.1231 -1.7486 0.180 -0.036 0.024 0.81
Si -3.3330 0.4661 -0.1926 -0.045 0.013 -0.018 0.26
C -3.7161 2.3011 -0.0889 0.022 0.072 -0.022 -0.23
C -2.7575 -0.1313 1.4904 0.024 -0.023 0.039 -0.23
C -4.8880 -0.4398 -0.7133 -0.010 -0.084 -0.041 -0.22
Si -1.7988 -2.3227 -2.3813 -0.086 -0.021 -0.022 0.28
C -0.2559 -2.9512 -3.2228 0.056 -0.022 -0.025 -0.21
C -2.1515 -3.3035 -0.8360 0.042 -0.008 0.047 -0.22
C -3.2475 -2.4617 -3.5677 -0.052 0.034 -0.019 -0.22
H -1.4555 1.1193 -6.2271 0.005 -0.022 0.020 0.03
H -1.4875 -0.4748 -5.4586 0.020 0.061 -0.003 0.01
H -0.1376 0.6229 -5.1552 -0.038 -0.003 -0.007 0.03
H -4.2803 1.7459 -5.0259 0.025 -0.002 0.014 0.03
H -4.5109 1.6782 -3.2739 -0.002 -0.018 -0.055 0.01
H -4.3171 0.1839 -4.1958 -0.024 -0.018 -0.006 0.01
H -1.9437 3.6928 -4.5606 0.005 -0.015 0.025 0.03
H -0.5648 3.2193 -3.5543 -0.040 0.012 -0.002 0.03
H -2.1247 3.5725 -2.8030 0.020 -0.008 -0.041 0.02
H -2.8284 2.8707 0.2010 -0.035 -0.010 -0.012 0.02
H -4.4976 2.4900 0.6534 0.018 -0.004 -0.019 0.03
H -4.0645 2.6903 -1.0498 0.014 -0.004 0.055 0.01
H -2.0388 0.5835 1.9059 -0.005 -0.048 -0.019 -0.01
H -2.2725 -1.1113 1.4325 -0.021 0.041 0.025 0.01
H -3.5918 -0.2000 2.1952 0.021 -0.003 -0.019 0.04
H -5.2085 -0.1284 -1.7107 0.002 -0.015 0.050 0.02
H -5.7027 -0.2331 -0.0127 0.024 0.005 -0.008 0.04
H -4.7272 -1.5205 -0.7324 -0.041 0.065 -0.005 0.01
H 0.5995 -2.8814 -2.5483 0.019 -0.006 -0.015 0.01
H -0.0270 -2.3839 -4.1296 -0.011 -0.025 0.041 0.02
H -0.3788 -4.0042 -3.4963 0.014 0.039 0.000 0.04
H -1.3543 -3.1752 -0.0951 -0.043 -0.040 -0.019 -0.03
H -2.2102 -4.3665 -1.0937 0.004 0.036 0.019 0.04
H -3.0973 -3.0193 -0.3688 0.020 -0.006 -0.025 0.02
H -3.0503 -1.9267 -4.4990 -0.031 -0.012 -0.003 0.01
H -4.1631 -2.0571 -3.1291 0.032 -0.031 -0.030 0.01
H -3.4274 -3.5118 -3.8189 0.019 0.022 0.025 0.04
```
Forces are in eV/Å.

***

[4]
# C15H34N3O6

A 3-piece molecular cluster, C15H34N3O6 overall (wB97M-V/def2-TZVPD, the Open Molecules 2025 dataset).

* HOMO: -11.139 eV
* total charge: +1
* calculated total energy: -1207.204608 hartree
* molar mass: 352.5 g/mol

The geometry in XYZ format:
```
58
Properties=species:S:1:pos:R:3:forces:R:3:nbo_charge:R:1
N 3.9417 1.5096 2.0417 -0.376 -0.814 0.630 -0.85
C 3.7904 0.0445 2.1691 0.154 0.079 -0.479 -0.25
C 2.3513 -0.4365 1.7162 1.147 0.301 1.385 0.09
O 2.4137 -1.8198 1.3923 -0.608 0.612 -0.049 -0.71
C 1.4073 -0.1483 2.9427 -0.537 0.660 -1.438 -0.53
C -0.0903 -0.1796 2.5957 -0.389 -0.794 1.707 0.51
N -0.7114 -0.3990 1.4731 0.804 -0.477 0.787 -0.48
C -2.1845 -0.2608 1.6209 -0.364 3.211 0.429 0.21
O -2.7022 0.3925 0.4658 2.004 -0.287 0.560 -0.42
N -4.0042 -0.0455 0.2022 -2.388 -0.336 0.184 0.39
O -4.7698 0.8080 0.4124 0.590 -0.560 -0.478 -0.18
C -2.1805 0.8815 2.7362 1.527 -0.949 0.971 -0.41
C -1.1880 0.1230 3.7191 0.449 0.348 -1.516 0.03
O -0.5750 0.8554 4.7517 -0.797 -0.742 -0.398 -0.67
H 4.0580 1.7816 1.0702 0.227 -0.035 0.231 0.37
H 4.7558 1.7760 2.5905 -0.181 0.280 -0.401 0.38
H 4.5805 -0.4903 1.5841 -0.780 0.059 0.280 0.21
H 3.9495 -0.2406 3.2449 -0.232 0.258 -0.869 0.19
H 2.0086 0.1692 0.8361 0.348 -0.714 0.559 0.18
H 3.0235 -2.2333 2.0168 0.002 -0.095 -0.179 0.48
H 1.6298 0.9112 3.2599 -0.389 -0.769 -0.230 0.31
H 1.6514 -0.7762 3.8380 -0.474 0.276 -0.829 0.27
H -0.2202 -0.6267 0.6061 -0.361 -0.073 0.089 0.46
H -2.7291 -1.1694 1.9842 0.550 0.472 -0.867 0.23
H -3.1599 1.2303 3.1208 0.639 -0.527 -0.202 0.27
H -1.5314 1.7250 2.3896 -1.203 -0.394 -0.207 0.23
H -1.7264 -0.8146 4.0210 0.840 0.526 0.139 0.21
H -0.1810 0.1976 5.3424 -0.068 0.376 0.218 0.49
C -8.8774 1.2117 -3.9552 -0.055 0.023 0.119 -0.64
C -7.7471 2.1484 -4.3476 -0.081 -0.110 0.016 -0.06
O -7.7176 3.3514 -3.5964 0.038 0.192 -0.047 -0.53
C -7.5542 3.2121 -2.1957 -0.031 -0.044 -0.031 -0.06
C -6.2647 2.5137 -1.7993 0.105 -0.050 -0.096 -0.65
H -9.8420 1.7133 -4.0605 0.058 -0.033 -0.040 0.22
H -8.8720 0.3237 -4.5903 -0.002 0.059 -0.001 0.22
H -8.7922 0.8803 -2.9190 0.038 -0.070 -0.031 0.20
H -7.8777 2.4422 -5.3902 0.036 0.171 0.092 0.19
H -6.7786 1.6404 -4.2884 0.001 -0.066 0.039 0.15
H -8.4235 2.7067 -1.7620 0.045 -0.079 0.038 0.16
H -7.5500 4.2240 -1.7859 -0.040 0.009 -0.181 0.19
H -6.2193 1.4913 -2.1793 -0.056 -0.025 0.075 0.20
H -6.1761 2.4719 -0.7132 -0.064 0.071 -0.041 0.21
H -5.4017 3.0511 -2.2002 -0.046 0.020 0.027 0.21
C 8.6632 -2.1107 -1.0704 -0.085 0.136 -0.039 -0.65
C 7.6395 -2.9920 -0.3756 0.191 -0.019 -0.109 -0.07
O 6.4388 -2.3120 -0.0350 -0.217 0.097 0.291 -0.55
C 5.7079 -1.7503 -1.1135 0.078 -0.042 -0.126 -0.06
C 5.2563 -2.7711 -2.1429 0.014 -0.113 0.007 -0.65
H 8.9142 -1.2510 -0.4444 0.023 -0.076 -0.006 0.21
H 9.5747 -2.6757 -1.2726 -0.044 0.015 0.040 0.22
H 8.2925 -1.7258 -2.0216 0.048 -0.078 -0.039 0.20
H 8.0630 -3.3533 0.5628 -0.185 0.066 0.057 0.19
H 7.4149 -3.8794 -0.9751 0.002 0.025 -0.064 0.16
H 6.2852 -0.9472 -1.5838 0.020 -0.038 -0.075 0.16
H 4.8257 -1.2787 -0.6722 0.070 -0.066 0.134 0.17
H 6.0997 -3.2695 -2.6219 -0.015 0.084 -0.056 0.21
H 4.6663 -2.2867 -2.9233 0.021 -0.006 0.034 0.22
H 4.6446 -3.5433 -1.6710 -0.003 0.055 -0.010 0.21
```
Forces are in eV/Å.